Here is 10 unconnected molecules or ions with the total composition C50H86N2O24 in a non-equilibrium geometry from the Open Molecules 2025 dataset. Energies are from the ωB97M-V functional and the def2-TZVPD basis.

Properties
frontier orbital gap = 2.6010 eV
relative energy (zero: lowest compared OMol25 entry of this formula, charge and spin) = 0.00 kJ/mol
net charge = -2
molecular weight = 1099.23 g/mol
HOMO energy = 0.58 eV

Positions of all 162 atoms, in Å:
C1 -2.78 -2.36 0.12
C2 -1.52 -1.82 0.83
C3 -0.36 -1.68 -0.21
C4 -0.41 -0.47 -1.18
C5 -0.67 0.71 -0.25
C6 -1.88 0.65 0.69
N1 -1.72 -0.53 1.51
O1 -2.61 -0.59 2.58
C7 -3.18 0.71 -0.17
C8 -1.81 1.99 1.47
C9 -1.04 -2.89 1.80
H1 -2.99 -1.67 -0.69
H2 -3.60 -2.52 0.82
H3 -2.56 -3.33 -0.35
H4 -0.39 -2.58 -0.84
H5 0.58 -1.72 0.33
H6 -1.14 -0.52 -1.99
H7 0.52 -0.22 -1.71
H8 -0.79 1.66 -0.79
H9 0.21 0.68 0.41
H10 -3.50 1.76 -0.31
H11 -3.97 0.32 0.47
H12 -3.14 0.38 -1.21
H13 -1.81 2.94 0.91
H14 -0.81 2.01 1.91
H15 -2.60 2.19 2.19
H16 -0.09 -2.58 2.25
H17 -0.92 -3.79 1.18
H18 -1.63 -3.19 2.67
C10 3.46 3.43 -0.62
C11 4.74 3.84 0.16
C12 5.14 5.24 -0.36
C13 6.23 5.91 0.48
C14 5.82 5.89 1.93
C15 5.39 4.52 2.49
N2 4.42 3.90 1.62
O2 3.90 2.65 2.12
C16 4.81 4.91 3.85
C17 6.63 3.65 2.78
C18 5.81 2.82 -0.36
H19 3.26 2.36 -0.58
H20 3.69 3.58 -1.68
H21 2.55 3.97 -0.38
H22 4.30 5.94 -0.47
H23 5.49 5.16 -1.40
H24 6.44 6.91 0.08
H25 7.20 5.40 0.40
H26 5.01 6.63 2.08
H27 6.56 6.37 2.58
H28 3.90 5.48 3.65
H29 5.44 5.57 4.46
H30 4.56 4.02 4.42
H31 6.59 2.94 3.61
H32 7.50 4.29 3.00
H33 6.97 3.14 1.88
H34 6.78 3.18 -0.03
H35 5.57 2.71 -1.42
H36 5.55 1.84 0.03
C19 1.23 -3.75 -3.36
C20 0.81 -5.16 -2.86
C21 -0.68 -5.27 -3.17
O3 -0.90 -4.48 -4.31
C22 0.22 -3.62 -4.53
H37 2.23 -3.86 -3.79
H38 1.28 -3.02 -2.56
H39 0.97 -5.23 -1.78
H40 1.38 -5.92 -3.39
H41 -1.31 -5.00 -2.32
H42 -0.81 -6.32 -3.45
H43 -0.09 -2.60 -4.72
H44 0.65 -4.03 -5.45
C23 -6.17 1.20 -2.07
C24 -7.26 1.28 -3.13
C25 -8.58 0.89 -2.44
O4 -9.57 1.77 -3.00
C26 -8.92 2.83 -3.54
O5 -9.41 3.87 -3.85
O6 -7.61 2.61 -3.50
H45 -5.30 1.79 -2.34
H46 -5.89 0.17 -1.86
H47 -6.48 1.60 -1.10
H48 -7.09 0.65 -4.00
H49 -8.63 0.92 -1.35
H50 -8.96 -0.11 -2.69
C27 -4.48 -4.52 -2.30
C28 -4.45 -3.01 -2.63
C29 -3.07 -2.61 -3.19
O7 -3.33 -2.69 -4.61
C30 -4.64 -2.54 -4.85
O8 -5.13 -2.24 -5.89
O9 -5.32 -2.72 -3.70
H51 -4.24 -5.06 -3.22
H52 -5.46 -4.76 -1.89
H53 -3.70 -4.79 -1.59
H54 -4.83 -2.57 -1.72
H55 -2.17 -3.11 -2.86
H56 -2.86 -1.56 -3.00
C31 -2.06 4.83 -5.18
C32 -1.35 3.53 -4.75
C33 -2.13 2.71 -3.71
O10 -1.67 1.40 -4.02
C34 -1.67 1.38 -5.37
O11 -1.86 0.44 -6.08
O12 -1.34 2.59 -5.86
H57 -2.88 4.73 -5.89
H58 -1.27 5.43 -5.65
H59 -2.43 5.33 -4.28
H60 -0.28 3.64 -4.58
H61 -3.22 2.68 -3.82
H62 -1.95 3.15 -2.72
C35 5.92 -6.57 -1.62
C36 5.64 -5.25 -0.91
C37 5.94 -3.95 -1.70
O13 4.73 -3.23 -1.50
C38 3.81 -3.96 -0.74
O14 2.68 -3.65 -0.59
O15 4.31 -5.16 -0.48
H63 6.32 -7.26 -0.89
H64 6.63 -6.34 -2.42
H65 5.02 -7.00 -2.07
H66 6.29 -5.24 -0.03
H67 6.14 -4.15 -2.76
H68 6.86 -3.52 -1.30
C39 -3.85 -5.42 3.71
C40 -3.31 -4.92 5.07
C41 -1.83 -5.30 5.44
O16 -1.14 -4.09 5.59
C42 -1.95 -3.07 5.27
O17 -1.66 -1.93 5.36
O18 -3.19 -3.49 4.92
H69 -4.54 -4.74 3.22
H70 -4.44 -6.32 3.92
H71 -3.11 -5.66 2.95
H72 -3.91 -5.09 5.97
H73 -1.41 -5.87 4.61
H74 -1.91 -5.87 6.36
C43 7.77 -0.99 2.14
C44 6.66 -0.13 1.55
C45 6.20 -0.66 0.18
O19 4.81 -0.84 0.32
C46 4.43 -0.60 1.61
O20 3.30 -0.60 1.95
O21 5.51 -0.32 2.37
H75 8.14 -0.47 3.02
H76 8.61 -1.11 1.46
H77 7.40 -1.99 2.36
H78 6.90 0.93 1.51
H79 6.67 -1.60 -0.13
H80 6.36 0.01 -0.67
C47 -4.23 6.38 6.55
C48 -4.04 4.89 6.27
C49 -4.66 4.48 4.96
O22 -3.83 3.45 4.49
C50 -2.56 3.74 4.94
O23 -1.58 3.20 4.57
O24 -2.66 4.69 5.90
H81 -3.91 6.64 7.56
H82 -5.28 6.68 6.50
H83 -3.66 6.96 5.82
H84 -4.34 4.29 7.12
H85 -4.78 5.31 4.26
H86 -5.66 4.07 5.14



Here is 7 unconnected molecules or ions with the total composition C50H89I2N10O8S in a non-equilibrium geometry from the Open Molecules 2025 dataset. Energies are from the ωB97M-V functional and the def2-TZVPD basis.

Properties
frontier orbital gap = 7.4778 eV
relative energy (zero: lowest compared OMol25 entry of this formula, charge and spin) = 1263.10 kJ/mol
net charge = +1
molecular weight = 1244.20 g/mol
HOMO energy = -10.26 eV

Positions of all 160 atoms, in Å:
C1 2.29 -3.14 2.19
C2 0.67 -3.11 2.40
S1 -0.05 -2.61 0.73
C3 -1.60 -1.57 1.06
C4 -1.92 -0.46 -0.08
I1 -0.58 -1.20 -1.69
C5 -3.39 -0.77 -0.64
N1 -3.64 -0.51 -2.09
C6 -3.90 -1.80 -2.85
C7 -4.90 0.25 -2.33
C8 -6.39 -0.41 -2.22
O1 -4.93 1.46 -2.73
N2 -4.37 -0.29 0.33
C9 -4.25 1.10 0.81
C10 -5.38 1.22 1.94
C11 -6.86 1.41 1.35
C12 -7.86 0.22 1.21
C13 -9.29 0.55 0.67
C14 -9.70 2.02 0.29
C15 -8.70 3.20 0.41
C16 -7.27 2.87 0.96
C17 -6.19 4.06 1.13
C18 -2.73 1.30 1.38
C19 -2.59 2.68 2.16
C20 -2.03 2.53 3.68
C21 -1.96 4.07 4.23
I2 -3.36 1.48 5.03
N3 -1.66 0.99 0.32
C22 -1.88 1.99 -0.78
C23 -0.74 2.19 -1.89
C24 -0.34 1.05 1.03
C25 0.51 2.39 1.06
C26 1.98 2.26 0.38
O2 2.36 3.22 -0.35
N4 2.85 1.07 0.54
C27 4.24 1.60 0.73
C28 4.53 2.28 2.11
C29 5.95 2.81 2.43
C30 7.03 2.67 1.33
C31 6.78 2.02 -0.06
C32 5.34 1.48 -0.37
H1 2.63 -4.21 2.39
H2 2.72 -2.37 2.91
H3 2.51 -2.83 1.10
H4 0.28 -4.12 2.76
H5 0.34 -2.32 3.17
H6 -1.44 -1.19 2.12
H7 -2.43 -2.37 1.18
H8 -3.47 -1.93 -0.60
H9 -4.42 -1.45 -3.83
H10 -4.62 -2.50 -2.33
H11 -2.94 -2.32 -3.18
H12 -7.09 0.33 -1.71
H13 -6.71 -0.63 -3.30
H14 -6.37 -1.42 -1.67
H15 -5.32 -0.66 0.25
H16 -4.51 1.85 -0.01
H17 -5.39 0.20 2.49
H18 -5.23 2.01 2.74
H19 -7.57 -0.84 1.51
H20 -10.09 -0.27 0.57
H21 -10.76 2.25 -0.08
H22 -8.95 4.29 0.16
H23 -5.32 3.80 0.43
H24 -6.61 5.08 0.80
H25 -5.77 4.12 2.20
H26 -2.71 0.54 2.25
H27 -1.90 3.47 1.69
H28 -3.58 3.26 2.29
H29 -0.95 2.16 3.73
H30 -2.90 4.66 3.93
H31 -1.96 4.07 5.38
H32 -1.03 4.60 3.82
H33 -2.03 3.08 -0.42
H34 -2.84 1.82 -1.40
H35 0.27 1.70 -1.67
H36 -1.10 1.72 -2.89
H37 -0.53 3.29 -2.15
H38 -0.55 0.79 2.14
H39 0.42 0.23 0.72
H40 0.74 2.67 2.16
H41 0.05 3.32 0.60
H42 2.88 0.57 -0.37
H43 3.67 2.35 2.87
H44 6.13 3.30 3.46
H45 8.08 3.09 1.58
H46 7.61 1.95 -0.83
H47 5.05 1.00 -1.37
C33 10.12 -1.55 -3.52
C34 9.11 -0.90 -2.61
O3 8.90 -1.31 -1.47
N5 8.43 0.17 -3.09
C35 8.54 0.80 -4.39
H48 10.58 -2.39 -3.00
H49 9.62 -1.93 -4.42
H50 10.90 -0.84 -3.79
H51 7.77 0.56 -2.42
H52 8.82 1.84 -4.25
H53 7.56 0.76 -4.87
H54 9.27 0.31 -5.03
C36 5.26 2.93 -3.27
C37 5.71 3.25 -4.67
O4 6.84 2.98 -5.06
N6 4.82 3.85 -5.50
C38 3.46 4.24 -5.22
H55 6.07 2.45 -2.72
H56 4.99 3.85 -2.75
H57 4.41 2.24 -3.30
H58 5.19 4.03 -6.42
H59 2.80 3.73 -5.92
H60 3.37 5.32 -5.38
H61 3.16 4.00 -4.20
C39 -2.87 -5.67 -3.67
C40 -4.26 -6.03 -3.22
O5 -4.74 -5.59 -2.18
N7 -4.99 -6.86 -4.01
C41 -4.61 -7.47 -5.27
H62 -2.42 -5.00 -2.94
H63 -2.26 -6.57 -3.75
H64 -2.92 -5.15 -4.64
H65 -5.92 -7.05 -3.65
H66 -5.32 -7.15 -6.04
H67 -4.67 -8.55 -5.16
H68 -3.60 -7.19 -5.57
C42 -0.72 -3.24 7.77
C43 -0.91 -1.94 7.03
O6 -0.50 -1.77 5.89
N8 -1.56 -0.93 7.68
C44 -2.11 -0.93 9.01
H69 -0.19 -3.94 7.13
H70 -0.13 -3.07 8.67
H71 -1.70 -3.66 8.02
H72 -1.64 -0.09 7.12
H73 -3.18 -0.72 8.94
H74 -1.63 -0.13 9.58
H75 -1.96 -1.88 9.52
C45 -1.00 2.13 -6.74
C46 0.49 2.09 -6.94
O7 1.11 3.05 -7.37
N9 1.15 0.95 -6.61
C47 0.59 -0.28 -6.09
H76 -1.39 3.10 -7.04
H77 -1.48 1.36 -7.36
H78 -1.25 1.97 -5.69
H79 2.14 1.00 -6.77
H80 1.07 -0.49 -5.12
H81 0.84 -1.09 -6.78
H82 -0.48 -0.23 -5.95
C48 5.22 -2.74 4.44
C49 4.74 -3.93 5.21
O8 3.97 -4.76 4.73
N10 5.18 -4.08 6.49
C50 6.08 -3.23 7.23
H83 4.78 -2.75 3.44
H84 4.91 -1.82 4.94
H85 6.31 -2.77 4.34
H86 4.82 -4.91 6.95
H87 6.95 -3.82 7.53
H88 5.56 -2.87 8.12
H89 6.41 -2.37 6.64



Here is 12 unconnected molecules or ions with the total composition C50H94FN7O8 in a non-equilibrium geometry from the Open Molecules 2025 dataset. Energies are from the ωB97M-V functional and the def2-TZVPD basis.

Properties
frontier orbital gap = 9.4273 eV
SMILES string = Fc1ccccc1.CCCC#N.CCCC#N.CCCC#N.CCCC#N.CCCC#N.CCCC#N.CCCC#N.COCCOC.COCCOC.COCCOC.COCCOC
net charge = 0
molecular weight = 940.34 g/mol
HOMO energy = -9.12 eV

Positions of all 160 atoms, in Å:
F1 6.29 2.13 -0.68
C1 5.87 3.26 -1.25
C2 6.07 3.46 -2.60
C3 5.65 4.63 -3.24
C4 4.98 5.58 -2.51
C5 4.77 5.38 -1.14
C6 5.20 4.23 -0.51
H1 6.54 2.63 -3.12
H2 5.83 4.75 -4.30
H3 4.60 6.48 -2.96
H4 4.23 6.14 -0.60
H5 4.86 4.11 0.51
C7 0.76 6.02 -1.03
C8 -0.62 5.71 -0.39
C9 -1.68 5.33 -1.40
C10 -1.64 3.98 -1.98
N1 -1.59 2.96 -2.48
H6 1.08 5.24 -1.72
H7 1.48 6.17 -0.23
H8 0.59 6.91 -1.64
H9 -0.95 6.69 -0.05
H10 -0.55 5.03 0.47
H11 -1.68 6.03 -2.24
H12 -2.67 5.45 -0.96
C11 -5.72 2.19 3.41
C12 -4.84 3.24 4.14
C13 -3.38 3.29 3.67
C14 -2.68 1.98 3.75
N2 -2.10 0.97 3.84
H13 -5.81 2.39 2.34
H14 -6.73 2.17 3.82
H15 -5.35 1.17 3.44
H16 -4.85 2.95 5.19
H17 -5.42 4.16 4.04
H18 -2.76 3.96 4.26
H19 -3.23 3.71 2.68
C15 2.73 3.97 5.82
C16 1.72 2.80 5.90
C17 1.11 2.36 4.55
C18 0.26 3.35 3.82
N3 -0.44 4.13 3.30
H20 3.01 4.41 6.78
H21 2.23 4.77 5.27
H22 3.69 3.77 5.34
H23 0.88 3.04 6.56
H24 2.14 1.89 6.33
H25 0.43 1.55 4.82
H26 1.90 2.03 3.87
C19 0.68 -3.52 -4.90
C20 -0.36 -3.53 -6.07
C21 -0.65 -4.85 -6.63
C22 -1.04 -5.88 -5.65
N4 -1.40 -6.66 -4.88
H27 1.61 -3.97 -5.28
H28 0.43 -4.15 -4.05
H29 0.89 -2.52 -4.52
H30 0.01 -2.80 -6.80
H31 -1.26 -3.16 -5.58
H32 0.31 -5.20 -7.00
H33 -1.42 -4.93 -7.40
C23 0.80 -1.08 7.86
C24 0.64 -2.30 6.97
C25 0.45 -1.87 5.49
C26 1.37 -0.98 4.92
N5 2.14 -0.28 4.40
H34 1.69 -0.51 7.58
H35 0.90 -1.32 8.92
H36 -0.07 -0.43 7.76
H37 -0.22 -2.91 7.25
H38 1.47 -3.01 6.98
H39 -0.49 -1.36 5.26
H40 0.41 -2.71 4.79
C27 2.67 2.08 -4.00
C28 1.84 1.68 -5.22
C29 0.54 0.88 -4.82
C30 -0.35 0.54 -5.90
N6 -1.07 0.29 -6.79
H41 2.93 1.25 -3.35
H42 2.05 2.79 -3.45
H43 3.59 2.57 -4.31
H44 2.38 1.03 -5.91
H45 1.63 2.64 -5.70
H46 -0.08 1.50 -4.18
H47 0.77 0.02 -4.19
C31 -2.50 -4.13 -2.50
C32 -1.74 -4.43 -1.15
C33 -2.35 -5.65 -0.42
C34 -3.76 -5.36 -0.04
N7 -4.88 -5.17 0.26
H48 -2.02 -3.32 -3.05
H49 -3.49 -3.70 -2.35
H50 -2.60 -4.97 -3.18
H51 -1.70 -3.50 -0.57
H52 -0.70 -4.62 -1.39
H53 -1.85 -5.84 0.53
H54 -2.35 -6.52 -1.07
C35 -4.11 -3.71 4.84
O1 -2.87 -3.65 4.18
C36 -2.95 -2.96 2.91
C37 -1.58 -2.58 2.33
O2 -0.75 -3.74 2.09
C38 0.55 -3.37 1.67
H55 -4.79 -4.38 4.32
H56 -4.63 -2.76 4.81
H57 -3.85 -3.93 5.88
H58 -3.48 -2.02 3.06
H59 -3.58 -3.63 2.32
H60 -1.03 -1.91 2.99
H61 -1.79 -1.99 1.44
H62 0.64 -2.55 0.97
H63 0.83 -4.33 1.23
H64 1.10 -3.11 2.58
C39 5.04 -0.48 -3.01
O3 4.11 -1.06 -2.11
C40 4.66 -1.13 -0.75
C41 3.90 -1.97 0.26
O4 3.91 -3.40 -0.07
C42 3.02 -3.77 -1.09
H65 4.79 -0.71 -4.04
H66 6.08 -0.79 -2.95
H67 5.01 0.61 -2.91
H68 4.74 -0.08 -0.48
H69 5.68 -1.51 -0.78
H70 2.88 -1.62 0.37
H71 4.32 -1.91 1.27
H72 3.08 -3.22 -2.03
H73 2.02 -3.60 -0.69
H74 3.25 -4.80 -1.33
C43 -3.72 -0.78 -4.76
O5 -3.94 -1.08 -3.37
C44 -3.25 -0.13 -2.48
C45 -3.53 -0.47 -1.00
O6 -4.92 -0.58 -0.75
C46 -5.24 -1.16 0.54
H75 -2.68 -1.01 -4.97
H76 -3.88 0.29 -4.90
H77 -4.44 -1.38 -5.32
H78 -3.66 0.87 -2.66
H79 -2.20 -0.13 -2.77
H80 -3.15 0.33 -0.37
H81 -3.08 -1.41 -0.69
H82 -6.33 -1.20 0.54
H83 -4.82 -0.63 1.39
H84 -4.87 -2.19 0.60
C47 0.27 -0.82 -1.40
O7 -0.54 -0.73 -0.25
C48 -0.40 0.52 0.42
C49 1.07 0.74 0.98
O8 2.08 1.13 -0.01
C50 1.90 2.36 -0.61
H85 1.28 -1.15 -1.16
H86 0.24 0.11 -1.96
H87 -0.24 -1.55 -2.02
H88 -1.14 0.56 1.21
H89 -0.76 1.37 -0.16
H90 1.35 -0.12 1.59
H91 0.94 1.55 1.71
H92 1.01 2.32 -1.25
H93 2.80 2.69 -1.13
H94 1.61 3.09 0.14